The following is a DFT calculation (ωB97M-V/def2-TZVPD) of the molecule C8H13ClN2 at a distorted geometry.

Last column: Mulliken charge in e.
Geometry (Å):
C -0.7429 2.4221 -0.1785  -0.0650
C -0.2403 1.3230 -2.2550  0.0278
C -1.1788 2.3181 -1.5401  -1.0000
C -0.5059 0.0809 0.0208  0.7698
C -0.4395 -1.4249 1.9625  -1.6735
C 1.7438 -0.2916 1.0077  -1.6066
C 0.7383 -2.2346 -0.1830  -1.9705
C 0.4230 -1.0034 0.7151  1.4700
N -0.3346 1.3591 0.4871  -0.5667
N 0.1968 0.2526 -1.8559  -0.5797
Cl -2.1080 -0.3993 -0.2276  -0.1646
H -0.6372 3.2919 0.4620  0.4654
H -0.0293 1.6983 -3.2693  0.3789
H -2.1437 1.8794 -1.7732  0.2941
H -1.0901 3.2061 -2.0715  0.4069
H -0.0792 -2.4337 2.4020  0.3338
H -1.4326 -1.5030 1.6680  0.5134
H -0.4907 -0.6417 2.7178  0.4037
H 2.2768 -0.4365 0.0606  0.3537
H 1.3870 0.7171 1.3392  0.4049
H 2.4853 -0.6129 1.7262  0.3835
H -0.2111 -2.7599 -0.2524  0.3654
H 1.3524 -2.9198 0.1865  0.5913
H 1.0604 -1.8873 -1.1489  0.4639

As for the spin multiplicity: 1. As for the HOMO energy: -8.482 eV. The value obtained for the LUMO energy is 0.2577 eV. The charge is 0.